Entry 1:
ORCA calculation (ωB97M-V with the def2-TZVPD basis set) on a structure of composition ClF2O4Sr in a non-equilibrium geometry.

Values from the calculation:
ΔE to the lowest compared entry with this formula, charge and spin   330.7 kcal/mol
E_LUMO   -1.92 eV
Total charge   -1
F_max   10.5 eV/Å
Electronic energy   -991.0143 a.u.
Highest occupied orbital energy   -3.7 eV
Gap between HOMO and LUMO   1.812 eV
2S+1   1

Each line ends with the Mulliken charge.
Positions of all 8 atoms, in Å:
Sr 2.22644 3.52662 -1.15448  1.017
F -3.10164 -1.91445 -0.44511  -0.545
F -1.69600 -0.76610 3.19499  -0.533
Cl 0.50763 -0.09419 -0.39433  1.444
O 0.83323 1.27245 -0.65895  -0.647
O -0.63913 -0.68473 -0.96465  -0.506
O 1.65807 -0.97667 -0.55121  -0.670
O 0.21140 -0.36293 0.97374  -0.560



Entry 2:
ORCA calculation (ωB97M-V with the def2-TZVPD basis set) on a structure of composition ClF4O4Sr3 in a non-equilibrium geometry.

Values from the calculation:
ΔE to the lowest compared entry with this formula, charge and spin   146.2 kcal/mol
E_LUMO   -6.20 eV
Total charge   +1
F_max   4.4 eV/Å
Electronic energy   -1252.3716 a.u.
Highest occupied orbital energy   -10.9 eV
Gap between HOMO and LUMO   4.673 eV
2S+1   1

Each line ends with the Mulliken charge.
Positions of all 12 atoms, in Å:
Sr -1.38039 1.26954 -1.84841  1.788
Sr 0.02762 -2.99460 -0.26961  1.684
Sr 1.63173 -0.84609 -3.45040  1.774
F -0.87085 -0.09146 -3.93803  -0.875
F 1.79198 1.75701 -1.81063  -0.791
F 0.30016 -0.59882 -1.25961  -0.867
F 1.91142 -1.97391 0.76199  -0.795
Cl -0.68997 0.67245 2.37603  1.663
O -2.08116 0.70171 1.93784  -0.728
O 0.15881 0.78168 1.20589  -0.609
O -0.48016 1.80850 3.19922  -0.640
O -0.31919 -0.48600 3.09571  -0.606



Entry 3:
ORCA calculation (ωB97M-V with the def2-TZVPD basis set) on a cluster of 2 separate species, ClFN2O2 in total in a non-equilibrium geometry.

Values from the calculation:
ΔE to the lowest compared entry with this formula, charge and spin   15.6 kcal/mol
E_LUMO (spin up / spin down)   -1.62 / -1.09 eV
Total charge   0
F_max   3.7 eV/Å
Electronic energy   -819.7804 a.u.
Highest occupied orbital energy (spin up / spin down)   -10.0 / -11.0 eV
Gap between HOMO and LUMO (spin up / spin down)   8.372 / 9.909 eV
2S+1   1

Each line ends with the Mulliken charge.
Positions of all 6 atoms, in Å:
N 1.35150 0.29446 -0.01668  0.833
N -1.23367 -0.58059 -0.46545  0.088
O 1.96159 -0.39432 -0.70448  -0.404
O 1.47032 1.25795 0.67872  -0.409
F -1.35270 -1.44149 0.65275  -0.125
Cl -2.19704 0.86399 -0.14486  0.017